100
Properties=species:S:1:pos:R:3:forces:R:3:lowdin_charge:R:1 method="wB97M-V/def2-TZVPD" homo_energy_ev=-10.49 relative_energy_kj_mol=57.8 orbital_gap_ev=7.7229 total_charge=+1
Pb -0.4613 -0.2007 -0.0471 0.33 -0.21 0.54 1.39
S 2.5188 -1.8399 0.4410 0.33 -0.44 0.07 0.80
S 1.6485 -1.0742 3.6713 0.16 -0.28 0.06 0.84
S 5.2861 -1.4294 2.6062 0.00 0.27 -0.28 0.88
P -0.4742 1.5006 -2.1730 0.42 0.28 -1.73 0.98
O -2.3082 2.9554 3.9491 -0.25 -0.07 -0.13 0.06
O -3.4992 -3.5667 1.2781 -0.55 -0.33 0.25 0.16
O -1.6393 -2.6200 0.5124 -0.27 -0.04 -0.02 -0.02
O -1.5568 2.0390 -0.1498 0.21 -0.18 0.24 -0.28
O -3.3761 3.2776 0.2426 -0.24 0.24 0.03 0.09
N -0.9799 4.1291 5.3307 -0.01 0.01 0.07 -0.06
N 0.3497 -1.3389 -2.2628 -0.18 0.19 -0.52 -0.05
N 0.3906 0.6639 -3.4285 -0.10 0.52 0.11 -0.11
N -2.7952 -0.1339 0.8428 -0.20 -0.17 -0.15 0.05
N 0.5583 1.4016 1.6443 0.31 0.32 0.20 -0.07
C -4.4353 1.2255 1.8935 0.02 -0.15 0.04 0.04
C -3.8051 3.2361 -4.8158 -0.01 -0.02 0.04 -0.07
C -0.2178 1.7981 2.6380 -0.07 0.25 0.31 -0.10
C -1.8142 2.2100 -3.1832 0.02 -0.11 0.32 -0.32
C -1.4860 3.0610 -4.2345 -0.02 -0.04 0.03 -0.09
C 1.8008 3.4135 1.8709 -0.03 0.04 -0.03 -0.02
C -2.4798 3.5686 -5.0494 0.02 0.03 -0.08 -0.07
C 2.3483 5.0418 -1.3963 0.04 0.03 0.03 -0.08
C -2.1688 4.5614 6.0590 -0.34 0.02 -0.14 -0.19
C 0.9753 5.2212 -1.3281 -0.07 0.07 0.02 -0.06
C 4.1222 -0.0196 2.8064 0.41 -0.02 -0.07 -0.54
C -0.0676 3.0106 3.3098 0.06 -0.11 -0.35 -0.07
C 0.6373 2.9256 -1.9417 -0.03 -0.21 0.17 -0.35
C -4.1340 2.3947 -3.7670 -0.12 -0.08 -0.01 -0.06
C 0.3047 4.4467 5.9155 0.39 0.22 0.11 -0.21
C -4.4611 -1.1422 2.2252 0.35 -0.06 -0.27 0.04
C 2.1856 -2.7284 3.0905 -0.28 0.35 0.33 -0.52
C 0.5974 5.9466 5.9221 0.01 -0.32 0.00 -0.07
C -2.7150 2.2664 0.3297 -0.27 -0.21 0.31 -0.62
C 0.6691 -2.6280 -2.1731 0.13 -0.32 -0.24 -0.20
C -2.8756 5.7063 5.3428 0.07 -0.17 0.12 -0.06
C 0.9616 3.8456 2.8870 -0.07 -0.27 -0.03 0.02
C -3.1404 1.8719 -2.9564 0.16 0.07 0.00 -0.08
C 1.8185 -2.5892 -4.2497 -0.15 0.13 0.17 -0.06
C -4.9985 0.1128 2.4913 0.14 0.17 -0.10 0.00
C 4.2129 -2.5420 0.2720 -0.47 0.32 -0.13 -0.49
C 1.4035 -3.2980 -3.1246 -0.06 -0.05 0.04 -0.07
C -3.3246 1.0597 1.0672 -0.21 0.33 0.00 -0.16
C 2.0160 2.7481 -2.0138 -0.16 -0.08 -0.05 -0.11
C 0.1182 4.1670 -1.5938 0.00 -0.02 0.05 -0.07
C 1.4732 -1.2645 -4.3723 0.03 0.03 0.02 -0.01
C 1.7641 -2.9735 1.6542 0.31 0.35 -0.20 -0.52
C 5.3015 -1.6239 0.7932 -0.04 -0.03 0.52 -0.53
C 3.2271 -0.2194 4.0157 -0.38 -0.34 -0.13 -0.53
C -2.7407 -2.5202 1.0179 0.67 -0.21 -0.33 -0.47
C -1.1938 3.3682 4.2413 0.10 -0.15 -0.01 -0.40
C 1.5579 2.1929 1.2702 0.05 0.17 0.15 -0.14
C -3.3615 -1.2196 1.3807 -0.57 0.16 0.46 -0.18
C 0.7282 -0.6547 -3.3467 0.31 -0.58 -0.10 -0.39
C 2.8662 3.8054 -1.7458 0.20 0.08 0.06 -0.09
H 0.5691 6.3519 4.9138 -0.01 0.09 -0.11 0.07
H 1.7781 -0.6871 -5.2327 0.00 0.06 -0.06 0.11
H -4.8566 -2.0455 2.6610 -0.13 -0.02 0.00 0.13
H 0.6375 1.1196 -4.2973 -0.04 0.00 0.11 0.11
H 3.5256 0.0612 1.8991 0.09 0.07 0.11 0.01
H 2.1603 1.8495 0.4439 0.15 -0.04 -0.08 0.10
H -0.1339 6.4796 6.5245 -0.03 0.08 0.03 0.07
H -0.9521 4.2917 -1.5166 -0.09 0.07 0.04 0.11
H -3.1761 5.3849 4.3495 -0.09 0.00 -0.07 0.07
H 3.7443 -0.7722 4.8017 0.00 0.18 0.08 0.07
H -0.4541 3.3318 -4.4124 0.07 0.09 -0.01 0.11
H 0.2986 -3.1304 -1.2933 0.02 -0.14 0.15 0.09
H -4.8090 2.2264 2.0406 -0.05 0.05 0.01 0.13
H 1.5837 6.1257 6.3427 0.08 0.06 0.06 0.08
H -5.8510 0.2124 3.1459 -0.04 0.01 0.06 0.12
H 4.7345 0.8760 2.9267 -0.08 0.03 0.02 0.07
H 2.4214 1.7771 -2.2658 0.06 -0.06 -0.08 0.10
H 3.2654 -2.7747 3.2170 -0.12 -0.18 -0.04 0.02
H -5.1668 2.1455 -3.5770 -0.09 -0.03 0.00 0.11
H -1.8698 4.8566 7.0649 0.07 -0.07 -0.02 0.12
H 5.2358 -0.6313 0.3512 0.10 0.00 -0.12 0.08
H 4.2224 -3.4902 0.8051 0.03 -0.08 -0.06 0.08
H -3.3884 1.2054 -2.1445 -0.10 -0.05 0.12 0.10
H 2.0098 -3.9924 1.3473 -0.16 -0.01 -0.01 0.09
H 0.3163 4.0821 6.9494 -0.02 -0.05 -0.10 0.13
H 1.7109 -3.4719 3.7345 0.07 0.01 0.01 0.07
H -2.2224 4.2290 -5.8633 0.03 0.06 -0.08 0.11
H 0.6914 -2.8072 1.5398 -0.02 -0.19 0.00 0.03
H -4.5793 3.6324 -5.4542 -0.09 0.06 -0.04 0.11
H 1.0900 3.9081 5.3836 -0.11 0.00 0.08 0.11
H 3.9364 3.6664 -1.8002 0.08 -0.03 -0.02 0.11
H -3.7591 5.9891 5.9062 -0.17 0.10 0.01 0.08
H 3.0160 5.8608 -1.1648 0.01 0.05 -0.06 0.11
H 4.3550 -2.7204 -0.7951 0.06 -0.12 0.02 0.07
H -2.2321 6.5761 5.2441 0.08 0.10 0.03 0.07
H 2.6029 4.0381 1.5146 0.10 0.06 -0.05 0.11
H 1.6457 -4.3394 -3.0047 -0.01 -0.16 0.06 0.10
H 1.1013 4.8288 3.3048 -0.02 0.13 0.13 0.11
H 2.8998 0.7425 4.4146 0.08 -0.01 0.05 0.06
H -2.8529 3.7102 6.1250 0.13 0.10 0.12 0.12
H 0.5688 6.1863 -1.0642 -0.04 0.07 0.03 0.11
H 2.3999 -3.0779 -5.0165 0.05 -0.01 -0.10 0.11
H -3.0787 -4.3961 0.9914 0.14 0.33 0.04 0.16
H -1.0367 1.1519 2.9203 -0.10 -0.09 0.02 0.12
H 6.2774 -2.0502 0.5587 0.02 0.07 -0.07 0.07

---

95
Properties=species:S:1:pos:R:3:forces:R:3:lowdin_charge:R:1 method="wB97M-V/def2-TZVPD" homo_energy_ev="-6.84 / -7.87" relative_energy_kj_mol=0.0 orbital_gap_ev="6.8857 / 7.9290" multiplicity=3
Sb -19.7721 -7.8507 10.0743 -0.71 0.03 -0.67 1.35
Ni -14.5583 -12.1261 7.0576 -1.36 0.47 0.10 0.60
O -11.6819 -10.5619 4.8283 0.61 -0.05 -0.71 0.10
O -13.5218 -8.5648 5.3271 -0.85 -1.02 0.51 0.09
N -12.8902 -13.2794 6.6121 0.64 -0.43 -0.20 0.06
N -17.3202 -13.8006 7.5862 -1.03 -0.26 -0.42 0.15
N -18.1668 -13.9239 5.4211 -0.72 -0.07 0.09 0.08
N -15.3026 -10.2362 7.9466 -0.17 0.10 -0.96 0.08
N -16.2498 -12.6236 5.8602 -0.92 0.68 -0.55 0.11
N -13.6665 -10.8605 5.9505 0.64 1.38 -1.06 0.05
C -19.9285 -7.7729 7.8733 1.24 -0.57 0.81 -0.47
C -17.9307 -15.3417 9.8788 -0.61 0.55 0.45 -0.06
C -12.0732 -12.6237 5.7812 1.24 -3.30 0.29 -0.15
C -21.3548 -6.3478 10.4386 -0.44 -0.36 -1.36 -0.46
C -19.3139 -15.1953 3.0814 -0.69 0.31 -0.28 -0.03
C -19.8103 -13.8607 3.6187 1.76 1.06 0.67 -0.20
C -16.1469 -8.7098 9.5841 -0.42 0.17 0.13 -0.10
C -13.9911 -9.4976 5.9653 0.93 -0.53 0.16 -0.40
C -15.1840 -7.8997 7.5561 -0.16 -0.70 -0.88 0.01
C -14.2151 -13.2282 9.5189 0.56 -1.95 2.84 -0.16
C -19.1162 -13.1872 4.6824 -1.00 -0.83 0.40 -0.20
C -15.6318 -14.8076 10.6834 0.94 0.32 -0.80 -0.07
C -14.3851 -14.1754 10.5779 -0.26 1.56 -0.43 -0.07
C -20.7511 -6.6446 7.2586 0.01 -1.03 0.19 -0.20
C -15.9578 -9.9851 9.0826 0.93 -0.03 0.35 -0.11
C -15.1548 -13.1317 8.5596 -0.79 0.79 -2.06 -0.24
C -15.6365 -14.6027 3.8724 2.46 0.45 -2.24 -0.03
C -21.0793 -11.7971 3.3229 -0.19 0.08 0.71 -0.10
C -21.7905 -6.3577 11.9085 -0.31 1.39 -0.70 -0.21
C -15.8216 -13.1518 3.4585 -0.87 1.66 0.62 -0.17
C -16.3047 -12.1911 4.4494 1.19 -1.26 0.41 -0.18
C -15.6897 -12.6844 2.1286 -1.49 1.16 2.76 -0.04
C -16.6142 -14.6479 9.7096 0.22 0.15 -0.36 -0.23
C -17.2318 -13.3446 6.3023 0.88 -0.97 -0.41 -0.36
C -20.4604 -11.1805 4.3934 0.97 -1.08 0.37 -0.07
C -16.1043 -11.3775 1.8593 -0.16 0.45 -0.68 -0.08
C -22.3714 -9.5689 9.9624 0.36 -0.36 -0.17 -0.21
C -20.8888 -9.7614 10.2332 0.87 0.57 1.65 -0.46
C -16.6131 -10.8429 4.1777 0.84 -1.31 -1.63 -0.04
C -19.5221 -11.9394 5.1485 -0.03 1.30 -0.61 -0.03
C -14.9197 -9.2313 7.1495 -0.49 1.29 1.46 -0.16
C -10.8235 -13.2223 5.3943 -1.95 1.88 0.97 0.03
C -16.4683 -10.4333 2.8551 0.16 -1.37 -0.90 -0.07
C -10.4505 -14.3847 6.0333 0.04 -0.43 -0.42 -0.07
C -11.3294 -15.1083 6.8502 -0.04 0.70 0.30 -0.03
C -12.5403 -14.4681 7.1360 0.52 -0.19 -0.75 -0.09
C -20.7863 -13.1171 3.0083 -0.40 -0.14 -0.30 -0.07
C -15.8137 -7.6267 8.7620 0.38 -0.82 -0.02 -0.06
C -12.4749 -11.2722 5.4056 -0.45 2.34 -0.06 -0.45
C -16.3425 -13.8012 8.6046 -0.32 -1.66 1.70 -0.22
H -20.4887 -6.7765 6.2063 -0.70 0.73 -0.24 0.06
H -15.4011 -13.3169 1.3481 0.37 -0.96 -1.02 0.08
H -16.6413 -9.4077 2.5673 -0.28 0.03 -0.03 0.10
H -21.8522 -6.8118 7.4621 1.27 0.44 -0.42 0.08
H -20.1740 -15.7712 2.6871 0.49 0.10 0.35 0.09
H -13.6159 -14.2671 11.3459 -0.25 -0.21 -0.14 0.09
H -22.1868 -6.5929 9.7154 0.64 0.23 0.93 0.04
H -22.5326 -7.0993 12.1374 -0.46 -0.41 -0.14 0.05
H -16.1695 -10.8423 9.7115 -0.16 -0.16 -0.21 0.11
H -13.2735 -14.8634 7.8000 -0.33 -0.47 0.38 0.09
H -10.9968 -16.0762 7.2944 -0.61 1.03 -0.31 0.12
H -18.1834 -14.3280 7.7955 0.98 0.61 -0.32 0.13
H -20.9586 -5.3648 10.0557 -0.20 -0.91 0.72 0.05
H -22.8465 -8.9195 10.7019 0.00 -0.22 -0.05 0.05
H -20.4001 -10.4614 9.5003 -0.35 0.52 1.03 0.05
H -20.6691 -9.9801 11.3458 -0.36 -0.46 -1.88 0.05
H -16.5592 -8.6160 10.6028 0.17 0.20 -0.79 0.08
H -17.0043 -10.1150 4.8521 0.08 -0.01 0.93 0.10
H -18.7985 -15.7483 3.8669 -0.14 -0.33 -0.31 0.05
H -18.3708 -14.9286 5.4709 0.40 0.90 0.49 0.14
H -17.9669 -15.8229 10.8607 -0.07 -0.05 -0.22 0.08
H -16.5139 -14.9759 4.2874 -1.36 -0.69 0.65 0.01
H -16.2577 -11.1627 0.7787 0.57 0.42 0.91 0.11
H -15.9769 -6.6099 9.0700 -0.07 0.23 0.11 0.10
H -10.2511 -12.5691 4.7476 0.47 -0.47 0.01 0.12
H -14.8252 -14.6814 4.6095 -0.14 -0.14 -0.15 0.07
H -19.0230 -11.4705 6.0276 -0.39 -0.53 -0.73 0.12
H -18.6116 -15.0687 2.2321 -0.25 0.12 0.56 0.10
H -20.9529 -6.5862 12.5224 0.77 0.03 0.78 0.03
H -21.8830 -11.2891 2.8236 -0.08 0.14 -0.37 0.10
H -13.3162 -12.6183 9.4449 0.13 -0.22 0.19 0.10
H -18.7078 -14.5541 9.8881 -0.04 -0.42 0.01 0.09
H -18.2155 -16.0799 9.1206 0.27 0.06 -0.03 0.08
H -15.8144 -15.4938 11.4788 -0.13 -0.34 0.55 0.09
H -22.8952 -10.5336 9.8873 -0.04 0.34 0.13 0.07
H -22.1960 -5.3684 12.2156 0.21 -0.61 -0.09 0.08
H -22.4250 -9.0725 9.0019 -0.49 0.11 -0.38 0.04
H -20.3999 -5.6840 7.6312 -0.31 0.16 -0.18 0.06
H -18.8198 -7.7146 7.6543 -1.23 0.14 -0.37 0.03
H -14.9000 -7.1402 6.8447 0.13 0.29 0.14 0.11
H -15.3725 -15.2352 2.9478 -0.28 0.91 1.40 0.11
H -9.4552 -14.7590 5.8910 0.31 -0.24 -0.24 0.10
H -21.3701 -13.5987 2.2532 -0.23 -0.17 -0.59 0.11
H -20.6763 -10.1481 4.6268 -0.06 -0.02 0.24 0.10
H -20.2830 -8.7387 7.4686 0.21 0.24 0.40 0.04